Version a
Density functional theory data (ωB97M-V/def2-TZVPD) for a single C4H5NOS2 molecule.

Properties
SMILES string: N/C=C(/C=S)C(=O)S
HOMO: -8.2 eV
LUMO level: -0.44 eV
Molecular weight: 147.224 g/mol

CARTESIAN COORDINATES (ANGSTROEM)
N1 -0.181 2.594 0.091
C1 0.703 1.587 0.206
C2 0.292 0.222 -0.026
C3 1.083 -0.832 0.166
S1 2.791 -0.764 -0.124
C4 -1.177 0.035 -0.207
O1 -1.896 1.009 -0.240
S2 -1.983 -1.542 0.098
H1 -1.173 2.216 -0.329
H2 0.075 3.535 0.411
H3 1.789 1.571 0.278
H4 0.646 -1.786 0.638
H5 -3.247 -0.939 -0.135

Version b
Density functional theory data (ωB97M-V/def2-TZVPD) for a single C4H5NOS2 molecule.

Properties
SMILES string: C=CC(=S)ONC=S
HOMO: -8.8 eV
LUMO level: -0.92 eV
Molecular weight: 147.224 g/mol

CARTESIAN COORDINATES (ANGSTROEM)
C1 -2.001 -1.387 -0.008
C2 -2.001 -0.050 0.005
C3 -0.786 0.789 -0.007
S1 -0.779 2.414 -0.003
O1 0.315 0.007 -0.007
N1 1.536 0.662 0.002
C4 2.645 -0.090 0.001
S2 4.160 0.526 -0.003
H1 -2.951 -1.913 0.022
H2 -1.095 -1.970 -0.014
H3 -2.930 0.526 0.000
H4 1.487 1.666 0.004
H5 2.399 -1.180 0.008

Version c
Density functional theory data (ωB97M-V/def2-TZVPD) for a single C4H5NOS2 molecule.

Properties
HOMO: -9.1 eV
LUMO level: -0.16 eV
Molecular weight: 147.224 g/mol

CARTESIAN COORDINATES (ANGSTROEM)
C1 1.483 1.141 1.590
C2 -0.328 -1.886 0.203
C3 -1.042 0.365 -0.335
C4 0.235 0.927 -0.878
N1 -1.151 -1.049 -0.186
O1 0.894 -1.527 0.540
S1 1.453 -0.384 1.931
S2 0.931 2.179 0.421
H1 -0.353 -3.000 0.084
H2 -1.269 0.817 0.577
H3 -1.840 0.542 -1.039
H4 1.057 0.329 -1.276
H5 -0.071 1.547 -1.631

Which of them is most stable? Easy: version a.

Version a
Density functional theory data (ωB97M-V/def2-TZVPD) for a single C3HN3O2 molecule.

Properties
SMILES string: N#Cc1nc(=O)[nH]o1
HOMO: -10.5 eV
LUMO level: -1.33 eV
Molecular weight: 111.060 g/mol

CARTESIAN COORDINATES (ANGSTROEM)
N1 3.467 -0.370 0.147
C1 2.249 -0.449 -0.030
C2 0.798 -0.241 -0.025
N2 -0.151 -1.187 -0.156
C3 -1.338 -0.463 -0.017
O1 -2.559 -0.783 0.136
N3 -1.037 0.777 0.056
O2 0.358 0.989 -0.066
H1 -1.786 1.729 -0.045

Version b
Density functional theory data (ωB97M-V/def2-TZVPD) for a single C3HN3O2 molecule.

Properties
SMILES string: N#Cc1nc(O)no1
HOMO: -10.6 eV
LUMO level: -0.66 eV
Molecular weight: 111.060 g/mol

CARTESIAN COORDINATES (ANGSTROEM)
N1 -0.652 0.440 3.492
C1 -0.456 0.502 2.338
C2 -0.389 0.259 0.852
N2 0.624 0.790 0.047
C3 0.378 0.066 -1.058
O1 1.004 0.175 -2.192
N3 -0.559 -0.860 -0.945
O2 -0.991 -0.764 0.239
H1 1.041 -0.608 -2.774

Which of them is most stable? Easy: version b.

Version a
Density functional theory data (ωB97M-V/def2-TZVPD) for a gas-phase ion, C6H9N2 (charge +1).

Properties
<S²>: 2.007
Total charge: +1
Multiplicity: 3
HOMO (spin up / spin down): -10.0 / -15.1 eV
LUMO level (spin up / spin down): -3.11 / -6.77 eV
Molecular weight: 109.152 g/mol

CARTESIAN COORDINATES (ANGSTROEM)
C1 -0.544 -0.392 -1.194
C2 0.163 0.612 -0.707
C3 0.517 -0.795 1.263
C4 -0.729 -1.568 0.892
C5 -1.478 -0.203 0.862
C6 1.027 1.524 -1.348
N1 -1.415 -0.982 -0.275
N2 -0.125 0.521 0.790
H1 -0.393 -0.632 -2.309
H2 0.932 -1.130 2.270
H3 1.425 -1.060 0.563
H4 -0.988 -2.518 1.266
H5 -2.375 0.249 1.287
H6 1.045 2.500 -0.852
H7 0.792 1.483 -2.438
H8 2.050 1.009 -1.366
H9 0.097 1.380 1.295

Version b
Density functional theory data (ωB97M-V/def2-TZVPD) for a gas-phase ion, C6H9N2 (charge +1).

Properties
<S²>: 2.014
Total charge: +1
Multiplicity: 3
HOMO (spin up / spin down): -11.9 / -15.2 eV
LUMO level (spin up / spin down): -3.27 / -8.89 eV
Molecular weight: 109.152 g/mol

CARTESIAN COORDINATES (ANGSTROEM)
C1 -0.796 -0.746 -0.013
C2 -0.692 0.692 -0.325
C3 1.319 0.047 0.081
C4 -1.785 -1.592 -0.030
C5 -1.885 1.543 -0.386
C6 2.759 0.113 0.305
N1 0.552 1.089 -0.337
N2 0.671 -1.110 0.244
H1 -1.549 -2.675 0.097
H2 -2.740 -1.129 -0.478
H3 -2.691 1.133 -0.886
H4 -1.627 2.490 -0.680
H5 -2.272 1.572 0.690
H6 2.971 0.669 1.267
H7 3.409 0.829 -0.413
H8 3.285 -0.888 0.537
H9 1.070 -2.036 0.327

Which of them is most stable? Easy: version b.

Version a
Density functional theory data (ωB97M-V/def2-TZVPD) for a molecular structure, C5H11BrN.

Properties
Total charge: +1
HOMO: -14.4 eV
LUMO level: -3.34 eV
Molecular weight: 165.054 g/mol

CARTESIAN COORDINATES (ANGSTROEM)
C1 0.932 1.356 -0.733
C2 0.071 0.153 -1.221
C3 0.470 1.587 0.711
C4 -0.605 -0.407 -0.113
C5 -0.541 -2.350 0.189
N1 0.020 0.253 1.133
Br1 -2.448 0.129 -0.099
H1 1.938 1.189 -0.749
H2 0.714 2.122 -1.530
H3 -0.620 0.448 -2.052
H4 0.779 -0.634 -1.636
H5 1.259 1.968 1.302
H6 -0.399 2.289 0.596
H7 -1.072 -2.591 1.114
H8 0.624 -2.595 0.260
H9 -1.061 -2.807 -0.575
H10 0.751 -0.298 1.562
H11 -0.812 0.188 1.839

Version b
Density functional theory data (ωB97M-V/def2-TZVPD) for 2 unconnected molecules or ions with the total composition C5H11BrN.

Properties
Total charge: +1
HOMO (spin up / spin down): -12.6 / -13.4 eV
LUMO level (spin up / spin down): -5.17 / -3.77 eV
Molecular weight: 165.054 g/mol

CARTESIAN COORDINATES (ANGSTROEM)
C1 1.152 1.022 -0.680
C2 -0.048 0.341 -1.199
C3 0.611 1.848 0.563
C4 -0.872 -0.060 -0.020
C5 -0.378 -3.008 0.171
N1 -0.337 0.774 1.160
Br1 -2.798 0.012 0.019
H1 1.912 0.292 -0.395
H2 1.671 1.810 -1.320
H3 -0.524 0.999 -1.938
H4 0.018 -0.702 -1.703
H5 1.404 2.072 1.389
H6 0.021 2.673 0.062
H7 -1.137 -3.637 0.426
H8 0.522 -3.422 0.599
H9 -0.315 -2.356 -0.686
H10 0.187 0.144 1.792
H11 -1.088 1.198 1.761

Version c
Density functional theory data (ωB97M-V/def2-TZVPD) for 2 unconnected molecules or ions with the total composition C5H11BrN.

Properties
Total charge: +1
HOMO: -13.7 eV
LUMO level: -2.92 eV
Molecular weight: 165.054 g/mol

CARTESIAN COORDINATES (ANGSTROEM)
C1 -0.218 0.228 -2.650
C2 0.234 0.338 -1.560
C3 0.135 -0.786 0.574
C4 0.963 1.550 0.153
C5 2.133 -0.449 -0.537
N1 0.793 0.151 -0.335
Br1 -3.944 -0.316 1.695
H1 -5.338 -0.320 1.598
H2 -0.302 0.187 -3.706
H3 0.009 -1.820 0.068
H4 0.697 -0.911 1.466
H5 -0.899 -0.456 0.824
H6 0.068 1.765 0.771
H7 1.973 1.575 0.724
H8 1.084 2.189 -0.806
H9 1.957 -1.516 -0.778
H10 2.612 0.129 -1.304
H11 2.607 -0.344 0.421

Which of them is most stable? Easy: version a.